Arrangement i

Here is a cluster of 2 separate species, C12H17N in total from the Open Molecules 2025 dataset. Energies are from the ωB97M-V functional and the def2-TZVPD basis.

Properties
gap between HOMO and LUMO = 8.75 eV
total charge = 0
LUMO level = 0.0326 Eh
E_HOMO = -7.867 eV

Element x y z (Å)
1 C -0.005 -2.078 2.691
2 C -0.988 -1.078 2.082
3 C -1.279 -1.280 0.619
4 C -2.523 -1.369 0.067
5 N -2.438 -1.283 -1.306
6 C -1.134 -1.060 -1.659
7 C -0.589 -0.830 -2.920
8 C 0.772 -0.657 -2.989
9 C 1.564 -0.720 -1.819
10 C 1.019 -0.877 -0.568
11 C -0.369 -1.058 -0.476
12 H 0.874 -2.196 2.064
13 H -0.477 -3.060 2.730
14 H 0.288 -1.783 3.696
15 H -1.944 -1.121 2.602
16 H -0.642 -0.052 2.211
17 H -3.391 -1.701 0.614
18 H -3.245 -1.205 -1.897
19 H -1.236 -0.717 -3.786
20 H 1.289 -0.409 -3.906
21 H 2.639 -0.681 -1.962
22 H 1.688 -0.801 0.276
23 C 0.784 3.405 1.018
24 C 1.723 3.116 -0.150
25 H 0.893 4.431 1.377
26 H -0.267 3.174 0.815
27 H 1.027 2.756 1.869
28 H 1.996 2.057 -0.190
29 H 2.669 3.647 -0.003
30 H 1.300 3.432 -1.099

---

Arrangement ii

Here is a cluster of 2 separate species, C12H17N in total from the Open Molecules 2025 dataset. Energies are from the ωB97M-V functional and the def2-TZVPD basis.

Properties
gap between HOMO and LUMO = 8.44 eV
total charge = 0
LUMO level = 0.0328 Eh
E_HOMO = -7.547 eV

Element x y z (Å)
1 C 0.145 1.854 2.311
2 C 0.237 0.363 1.733
3 C -0.509 -0.545 2.383
4 N -0.406 -1.721 1.747
5 C 0.642 -1.531 0.669
6 C 1.174 -2.530 -0.108
7 C 2.074 -2.056 -1.167
8 C 2.155 -0.656 -1.386
9 C 1.630 0.333 -0.582
10 C 0.945 -0.081 0.598
11 H 0.242 2.532 1.418
12 H 0.998 2.075 2.946
13 H -0.739 2.078 2.991
14 H -1.172 -0.452 3.184
15 H -1.097 -2.502 1.856
16 H 0.889 -3.663 0.044
17 H 2.581 -2.923 -1.839
18 H 2.666 -0.259 -2.217
19 H 1.633 1.455 -0.624
20 C -2.224 2.801 -1.220
21 C -2.184 1.730 -2.386
22 C -1.799 0.410 -1.836
23 H -2.332 3.806 -1.668
24 H -1.299 2.776 -0.665
25 H -3.049 2.608 -0.512
26 H -3.125 1.919 -2.952
27 H -1.437 2.109 -3.182
28 H -2.883 0.077 -1.434
29 H -1.667 -0.445 -2.494
30 H -1.087 0.307 -1.135

---

Arrangement iii

Here is a cluster of 2 separate species, C12H17N in total from the Open Molecules 2025 dataset. Energies are from the ωB97M-V functional and the def2-TZVPD basis.

Properties
gap between HOMO and LUMO = 9.10 eV
total charge = 0
LUMO level = 0.0344 Eh
E_HOMO = -8.168 eV

Element x y z (Å)
1 C 3.005 -0.262 2.294
2 C 2.307 -0.462 0.917
3 C 0.884 -0.035 0.953
4 C 0.352 1.008 1.618
5 N -1.056 1.027 1.564
6 C -1.383 -0.228 1.028
7 C -2.690 -0.748 0.836
8 C -2.900 -1.806 -0.031
9 C -1.738 -2.353 -0.613
10 C -0.464 -2.046 -0.235
11 C -0.239 -0.940 0.600
12 H 2.352 0.097 3.060
13 H 3.685 0.644 2.194
14 H 3.576 -1.138 2.712
15 H 2.964 -0.089 0.148
16 H 2.352 -1.546 0.838
17 H 0.784 1.601 2.429
18 H -1.555 1.849 1.283
19 H -3.484 -0.148 1.297
20 H -3.842 -2.280 -0.297
21 H -1.856 -3.177 -1.297
22 H 0.440 -2.530 -0.571
23 C -0.586 1.243 -3.127
24 C 0.184 2.081 -2.075
25 H -1.622 1.537 -2.928
26 H -0.227 1.526 -4.120
27 H -0.491 0.170 -3.067
28 H 0.753 1.563 -1.286
29 H -0.448 2.771 -1.509
30 H 0.942 2.671 -2.616

---

In eV, relative to the most stable structure: arrangement i 0.000; arrangement ii 2.887; arrangement iii 1.469.

---

Arrangement i

Here is a cluster of 2 separate species, C12H17N in total from the Open Molecules 2025 dataset. Energies are from the ωB97M-V functional and the def2-TZVPD basis.

Properties
gap between HOMO and LUMO = 9.06 eV
total charge = 0
LUMO level = 0.0348 Eh
E_HOMO = -8.114 eV

Element x y z (Å)
1 C 0.313 -3.334 0.760
2 C -0.394 -2.009 0.717
3 C -1.002 -1.341 1.715
4 N -1.617 -0.171 1.248
5 C -1.298 -0.073 -0.097
6 C -1.576 0.932 -1.020
7 C -1.133 0.772 -2.313
8 C -0.351 -0.341 -2.683
9 C -0.050 -1.320 -1.768
10 C -0.549 -1.193 -0.463
11 H -0.021 -3.962 -0.064
12 H 0.117 -3.801 1.719
13 H 1.381 -3.166 0.612
14 H -1.183 -1.673 2.729
15 H -1.508 0.683 1.781
16 H -2.136 1.810 -0.708
17 H -1.320 1.514 -3.073
18 H 0.009 -0.353 -3.700
19 H 0.651 -2.138 -1.935
20 C 2.376 3.511 0.990
21 C 1.620 2.235 1.359
22 C 1.901 1.089 0.399
23 H 2.531 4.113 1.895
24 H 1.938 4.133 0.210
25 H 3.392 3.295 0.654
26 H 1.937 1.948 2.359
27 H 0.537 2.407 1.364
28 H 2.879 0.603 0.488
29 H 1.209 0.241 0.452
30 H 1.797 1.374 -0.656

---

Arrangement ii

Here is a cluster of 2 separate species, C12H17N in total from the Open Molecules 2025 dataset. Energies are from the ωB97M-V functional and the def2-TZVPD basis.

Properties
gap between HOMO and LUMO = 8.63 eV
total charge = 0
LUMO level = 0.0345 Eh
E_HOMO = -7.689 eV

Element x y z (Å)
1 C 1.636 0.346 -2.220
2 C 0.433 -0.392 -1.939
3 C -0.717 -0.557 -2.757
4 N -1.744 -1.242 -2.050
5 C -1.265 -1.326 -0.710
6 C -2.033 -1.555 0.548
7 C -1.154 -1.598 1.657
8 C 0.272 -1.452 1.794
9 C 0.845 -0.905 0.651
10 C 0.123 -0.899 -0.622
11 H 1.800 0.729 -3.263
12 H 2.520 -0.441 -2.030
13 H 1.930 1.071 -1.429
14 H -1.098 -0.030 -3.627
15 H -2.646 -1.666 -2.288
16 H -3.084 -1.617 0.642
17 H -1.638 -1.942 2.584
18 H 0.674 -1.582 2.921
19 H 1.926 -0.669 0.759
20 C 1.445 2.438 2.819
21 C 1.216 2.803 1.427
22 C -0.011 2.265 0.557
23 H 1.392 3.252 3.559
24 H 2.431 1.913 2.805
25 H 0.577 1.757 3.042
26 H 1.349 3.868 1.311
27 H 2.175 2.484 0.897
28 H 0.034 1.188 0.464
29 H -0.850 2.725 1.240
30 H -0.019 2.653 -0.473

---

In eV, relative to the most stable structure: arrangement i 0.000; arrangement ii 2.957.